84
Properties=species:S:1:pos:R:3:forces:R:3:lowdin_spin:R:1 method="wB97M-V/def2-TZVPD" spin_multiplicity=2 molar_mass_g_mol=699.2 e_lumo_ev="-9.0 / -8.9" largest_force_ev_per_a=1.5 gap_ev="7.0 / 7.0" total_charge=+3 homo_ev="-16.0 / -15.9"
Mn 1.3324 -0.6511 -0.3693 0.3 -0.3 0.6 1.010
C -1.9256 3.3722 -1.9108 -0.1 0.2 -0.1 0.000
Si -1.9211 2.4205 -0.3301 0.0 0.0 0.2 0.000
C -2.2969 3.2959 1.2683 -0.2 0.3 0.2 0.000
C -3.2871 1.1426 -0.4986 -0.1 -0.4 0.0 0.000
C -4.4951 1.8517 -0.5582 0.1 0.2 0.0 0.000
C -5.7300 1.2242 -0.6358 -0.1 -0.1 0.0 0.000
C -5.7985 -0.1597 -0.6635 -0.2 0.0 0.0 0.000
C -4.6251 -0.8948 -0.6160 0.0 -0.4 -0.1 0.000
C -3.3751 -0.2652 -0.5341 0.5 0.7 -0.1 -0.001
Si -2.2124 -1.6645 -0.4202 -0.7 -0.1 0.1 -0.008
C -2.2003 -2.8548 -1.7944 0.1 -0.1 -0.2 0.000
C -1.9471 -2.3667 1.2372 0.4 0.0 0.3 -0.004
H -2.7838 4.0580 -1.9390 0.2 -0.1 0.0 0.000
H -2.0401 2.6833 -2.7534 0.0 0.2 0.2 0.000
H -1.0289 3.9684 -2.0705 0.0 0.1 0.0 0.000
H -2.7502 4.2807 1.0803 0.1 -0.2 0.1 0.000
H -1.4214 3.4653 1.9050 -0.2 -0.1 -0.1 0.000
H -3.0308 2.7196 1.8381 0.1 0.1 0.0 0.000
H -4.4793 2.9465 -0.5287 -0.1 -0.3 0.0 0.000
H -6.6393 1.8155 -0.6662 0.1 -0.1 0.0 0.000
H -6.7533 -0.6687 -0.7244 0.1 0.1 0.0 0.000
H -4.6974 -1.9910 -0.6454 -0.1 0.3 0.0 0.000
H -3.0828 -3.5021 -1.6628 0.2 0.1 0.0 0.000
H -1.3157 -3.4905 -1.7772 0.0 -0.1 0.0 0.000
H -2.2861 -2.3617 -2.7595 0.0 0.0 -0.1 0.000
H -2.9566 -2.5954 1.6185 0.1 0.1 -0.1 -0.001
H -1.4872 -1.6693 1.9420 -0.1 -0.1 0.0 0.000
H -1.3714 -3.2898 1.1984 0.0 0.0 0.0 0.000
N 1.2549 0.0407 2.6652 -0.1 -0.2 -0.3 -0.003
N 2.6247 0.1709 2.8608 0.3 -0.1 -0.4 0.001
C 3.5163 -0.1578 1.9084 -0.2 -0.2 -0.2 0.001
N 4.7933 0.0003 2.1685 0.0 0.1 0.1 0.002
N 3.0130 -0.6531 0.7522 0.2 0.1 0.1 0.000
N 3.7948 -0.8584 -0.3474 0.4 -0.2 -0.3 0.000
O 4.9998 -0.8617 -0.3935 -0.8 0.1 0.3 -0.002
O 3.0476 -1.0688 -1.3553 0.6 0.2 0.7 -0.007
H 0.8311 0.9540 2.7004 -0.2 0.3 0.0 0.000
H 0.8861 -0.5075 3.4270 -0.2 -0.2 0.2 0.000
H 2.9522 0.5831 3.7155 0.2 0.1 0.3 0.000
H 5.1182 0.3881 3.0393 0.0 0.0 0.1 0.000
H 5.4637 -0.2543 1.4734 0.4 -0.1 -0.4 0.000
C -1.6848 0.5095 -4.6890 0.0 0.0 0.2 0.000
C -0.2584 -0.0065 -4.4427 0.2 0.0 -0.3 0.001
C -0.0097 -1.3224 -5.2161 0.0 0.0 0.2 0.000
C 0.7781 1.0614 -4.8665 0.0 0.0 0.1 0.000
C -0.0300 -0.2801 -3.0116 -0.5 0.2 -1.4 0.006
N 0.1970 -0.5250 -1.9201 -0.5 -0.3 0.4 -0.003
H -1.7893 0.7086 -5.7558 0.0 0.0 0.0 0.000
H -1.8753 1.4420 -4.1492 0.1 -0.2 -0.2 0.000
H -2.4421 -0.2250 -4.4087 0.0 0.0 0.0 0.000
H -0.0733 -1.1101 -6.2835 0.0 0.0 0.0 0.000
H -0.7631 -2.0762 -4.9717 0.1 0.1 0.0 0.000
H 0.9853 -1.7269 -5.0077 -0.1 0.1 0.0 0.000
H 0.6935 1.2093 -5.9441 0.0 0.0 0.1 0.000
H 1.7989 0.7409 -4.6424 -0.1 0.0 0.0 0.000
H 0.5862 2.0176 -4.3718 0.0 -0.1 0.0 0.000
Cl 2.9310 7.7346 -0.2787 0.1 0.2 0.0 0.001
C 2.3090 6.1537 -0.3311 0.0 -0.1 0.0 0.001
C 1.0371 5.8959 0.1694 -0.2 0.1 0.1 0.000
C 0.5405 4.6113 0.1482 -0.3 -0.1 0.0 0.001
C 1.2998 3.5577 -0.3734 0.1 0.0 0.0 0.000
C 2.5768 3.8407 -0.8825 0.0 -0.1 -0.1 0.001
C 3.0750 5.1238 -0.8704 0.2 0.0 -0.1 0.000
C 0.8952 2.1546 -0.3618 -0.3 -0.5 -0.3 0.004
O 1.7432 1.2649 -0.5730 -0.3 0.6 0.3 0.001
O -0.3499 1.7173 -0.1270 0.3 0.3 0.1 0.005
H 0.4456 6.7084 0.5777 0.1 -0.1 0.0 0.000
H -0.4438 4.4430 0.5673 0.3 0.1 -0.1 0.000
H 3.1723 3.0409 -1.3018 0.0 0.0 0.0 0.000
H 4.0592 5.3394 -1.2750 -0.2 0.0 0.1 0.000
N 2.1462 -6.7366 0.0936 -0.1 0.4 0.0 -0.003
C 1.8133 -5.4403 0.0199 0.1 -0.2 0.0 -0.002
C 1.7263 -4.6219 1.1685 0.0 -0.2 0.1 0.000
C 1.4178 -3.2994 1.0310 -0.1 0.1 0.1 0.001
N 1.1705 -2.6889 -0.1469 0.0 -0.1 0.0 -0.001
C 1.2467 -3.4775 -1.2420 -0.1 0.1 0.0 -0.001
C 1.5330 -4.8111 -1.2127 0.0 -0.3 -0.1 -0.001
H 2.3431 -7.1788 0.9734 0.0 0.0 0.1 0.000
H 2.2417 -7.2966 -0.7347 0.0 -0.1 -0.1 0.000
H 1.9118 -5.0361 2.1543 0.0 0.1 -0.1 0.000
H 1.3562 -2.6723 1.9129 0.0 0.0 0.0 0.000
H 1.0694 -2.9892 -2.1925 0.0 0.0 0.0 0.000
H 1.5602 -5.3784 -2.1386 0.0 0.1 0.1 0.000